Formula: C9H13N2O
Source: the Open Molecules 2025 dataset
Level of theory: the ωB97M-V functional and the def2-TZVPD basis

Element x y z (Å)
C1 2.095 -2.735 1.269
C2 0.727 -2.918 0.910
C3 2.642 -1.471 1.158
C4 -0.050 -1.853 0.493
C5 1.887 -0.512 0.440
C6 -0.502 1.189 -1.856
C7 -0.055 -0.044 -2.603
C8 -2.170 2.189 0.650
C9 -0.653 1.987 0.457
N1 0.627 -0.754 0.201
N2 -0.423 1.097 -0.539
O1 -1.277 2.094 -2.109
H1 2.736 -3.408 1.670
H2 0.111 -3.820 1.001
H3 3.659 -1.396 1.462
H4 -1.023 -1.925 0.325
H5 2.280 0.359 0.174
H6 0.116 0.172 -3.612
H7 -0.897 -0.596 -2.700
H8 0.727 -0.381 -1.990
H9 -2.865 2.275 -0.222
H10 -2.528 1.317 1.023
H11 -2.574 3.030 1.248
H12 -0.296 3.005 0.348
H13 -0.088 1.501 1.304

The HOMO energy (alpha / beta) is -0.5157 / -0.5241 Ha. For the energy relative to the best compared isomer or geometry (same formula, charge and spin), the calculation gives 156.4 kcal/mol. The calculation puts the gap between HOMO and LUMO (alpha / beta) at 7.690 / 7.739 eV. Its net charge is +1.

=====

Formula: C9H13N3
Source: the Open Molecules 2025 dataset
Level of theory: the ωB97M-V functional and the def2-TZVPD basis

Element x y z (Å)
C1 -3.848 -1.437 1.431
C2 -3.709 -0.252 0.672
C3 -2.783 -1.963 2.029
C4 -2.619 0.557 0.441
C5 -1.529 -1.239 1.819
C6 -1.527 0.069 1.042
C7 4.546 1.289 -2.657
C8 3.020 1.328 -0.671
C9 -0.187 0.703 0.826
N1 4.409 0.744 -3.838
N2 2.363 1.354 0.310
N3 3.582 1.255 -1.734
H1 -4.821 -1.898 1.675
H2 -4.617 0.257 0.088
H3 -2.762 -2.957 2.693
H4 -2.569 1.495 -0.267
H5 -1.025 -1.025 2.797
H6 5.578 1.727 -2.362
H7 -0.182 1.292 -0.153
H8 0.696 0.087 0.980
H9 5.134 0.893 -4.539
H10 3.635 0.254 -3.977
H11 2.040 1.981 1.067
H12 -0.178 1.530 1.617
H13 -0.740 -1.780 1.201

The HOMO energy is -0.6199 Ha. For the energy relative to the best compared isomer or geometry (same formula, charge and spin), the calculation gives 69.3 kcal/mol. The calculation puts the gap between HOMO and LUMO at 9.030 eV. Its net charge is +2.

=====

Formula: C9H13N3O2PS2SeTl
Source: the Open Molecules 2025 dataset
Level of theory: the ωB97M-V functional and the def2-TZVPD basis

Element x y z (Å)
Tl1 0.993 1.081 2.671
C1 -2.014 -1.374 -2.554
C2 -1.564 -0.925 -1.154
O1 -2.203 0.289 -0.881
P1 -1.701 1.153 0.440
S1 0.090 1.948 0.115
S2 -1.905 0.076 2.086
O2 -2.894 2.218 0.285
C3 -2.992 2.970 -0.962
C4 -3.928 4.138 -0.778
H1 -1.512 -2.273 -2.844
H2 -1.846 -0.550 -3.300
H3 -3.092 -1.549 -2.561
H4 -0.464 -0.762 -1.102
H5 -1.853 -1.623 -0.346
H6 -3.403 2.264 -1.663
H7 -1.990 3.195 -1.233
H8 -5.012 3.847 -0.623
H9 -3.971 4.783 -1.667
H10 -3.694 4.823 0.007
Se1 5.330 -0.855 3.969
N1 5.589 -2.108 2.690
C5 4.567 -2.125 1.904
C6 4.388 -2.945 0.829
C7 3.237 -2.831 0.046
C8 2.309 -1.839 0.383
N2 2.391 -0.922 1.402
C9 3.505 -1.086 2.221
N3 3.696 -0.321 3.241
H11 5.224 -3.609 0.530
H12 3.192 -3.442 -0.861
H13 1.529 -1.644 -0.290

Its spin multiplicity is 2. The HOMO energy (alpha / beta) is -0.1002 / -0.1917 Ha. The calculation puts the gap between HOMO and LUMO (alpha / beta) at 5.369 / 7.854 eV. Its net charge is -1.

=====

Formula: C9H13N3OP
Source: the Open Molecules 2025 dataset
Level of theory: the ωB97M-V functional and the def2-TZVPD basis

Element x y z (Å)
C1 4.178 0.262 -0.288
C2 3.407 -0.910 -0.464
C3 3.511 1.411 0.294
C4 2.052 -0.960 -0.205
C5 2.209 1.278 0.612
C6 1.446 0.102 0.450
C7 -0.003 0.117 0.709
C8 -2.502 -2.064 0.866
C9 -2.786 1.460 -1.597
N1 -0.743 -0.679 -0.156
N2 -2.091 -0.903 -0.071
N3 -0.678 0.806 1.500
O1 -4.582 0.113 -0.039
P1 -3.172 0.309 -0.304
H1 5.158 0.302 -0.629
H2 3.889 -1.867 -0.537
H3 4.077 2.297 0.356
H4 1.576 -1.914 -0.152
H5 1.579 2.137 0.830
H6 -3.239 -2.474 0.292
H7 -1.640 -2.681 0.995
H8 -2.893 -1.665 1.766
H9 -3.805 1.450 -2.178
H10 -2.577 2.454 -1.058
H11 -1.883 1.126 -2.098
H12 -0.244 -1.076 -0.949
H13 -0.244 1.568 2.052

The HOMO energy is -0.4602 Ha. For the energy relative to the best compared isomer or geometry (same formula, charge and spin), the calculation gives 44.8 kcal/mol. The calculation puts the gap between HOMO and LUMO at 7.468 eV. Its net charge is +1.

=====

Formula: C9H13N4
Source: the Open Molecules 2025 dataset
Level of theory: the ωB97M-V functional and the def2-TZVPD basis

Element x y z (Å)
C1 -3.156 -1.004 -0.099
C2 -3.180 0.320 -0.181
C3 -2.013 -1.831 0.161
C4 -1.950 0.969 -0.054
C5 -0.741 -1.144 0.252
C6 -0.737 0.277 0.196
C7 1.502 -0.757 0.576
C8 1.028 1.732 1.108
C9 1.067 1.065 -1.278
N1 3.325 -1.719 -0.254
N2 2.692 -0.708 0.059
N3 0.531 -1.733 0.352
N4 0.649 0.738 0.048
H1 -4.167 -1.500 -0.200
H2 -4.064 0.863 -0.446
H3 -1.836 -2.887 0.229
H4 -1.985 2.063 -0.182
H5 1.535 -0.565 1.711
H6 2.155 2.078 1.179
H7 0.586 2.713 0.860
H8 0.649 1.423 2.068
H9 2.149 1.331 -1.420
H10 0.888 0.139 -1.824
H11 0.404 1.912 -1.664
H12 4.094 -1.426 -0.793
H13 0.577 -2.348 -0.403

Its spin multiplicity is 3. The HOMO energy (alpha / beta) is -0.4390 / -0.4649 Ha. For the energy relative to the best compared isomer or geometry (same formula, charge and spin), the calculation gives 5.1 kcal/mol. The calculation puts the gap between HOMO and LUMO (alpha / beta) at 9.234 / 6.415 eV. Its net charge is +1.

=====

Formula: C9H13N4O
Source: the Open Molecules 2025 dataset
Level of theory: the ωB97M-V functional and the def2-TZVPD basis

Element x y z (Å)
C1 3.367 -1.340 -0.131
N1 2.246 -0.567 0.528
C2 1.283 0.183 -0.161
N2 0.277 0.914 0.703
C3 -0.966 0.033 0.973
C4 -1.696 -0.521 -0.338
C5 -3.047 -1.419 -0.190
C6 -3.438 -1.591 1.382
C7 -2.492 -0.952 2.507
N3 -1.250 -0.134 2.423
C8 -0.120 2.258 0.134
O1 0.786 2.625 -0.966
C9 0.671 1.635 -2.058
N4 1.297 0.278 -1.674
H1 4.089 -0.533 -0.631
H2 3.023 -2.047 -0.997
H3 4.049 -1.892 0.677
H4 2.204 -0.579 1.586
H5 -1.274 -0.273 -1.409
H6 -3.687 -1.897 -1.045
H7 -4.410 -2.185 1.685
H8 -2.837 -1.164 3.633
H9 0.069 3.053 1.004
H10 -1.259 2.268 -0.137
H11 -0.443 1.508 -2.426
H12 1.293 1.999 -3.007
H13 2.265 0.341 -2.066

As for the SMILES: CNC1=[N+](c2ccccn2)COCN1. The HOMO energy is -0.4531 Ha. For the energy relative to the best compared isomer or geometry (same formula, charge and spin), the calculation gives 188.8 kcal/mol. The calculation puts the gap between HOMO and LUMO at 8.221 eV. Its net charge is +1.